Density functional theory data (the ωB97M-V functional and the def2-TZVPD basis) for a molecular structure, C15H33BCrF10NO7 at a distorted geometry.

Structure (XYZ):
```
68
C15H33BCrF10NO7 the ωB97M-V functional and the def2-TZVPD basis
H -4.378 1.041 -0.065
H 2.306 1.958 0.805
O 2.792 -0.880 0.121
H -2.722 -0.945 0.678
C 2.827 -2.616 1.875
C 4.662 -0.351 -1.245
H -0.830 -1.665 -3.706
H 2.170 3.652 0.391
F 0.202 4.482 -1.708
H -2.798 -0.964 -1.839
C 1.282 3.087 2.257
H 5.745 -0.313 -1.350
O -1.853 -1.110 -1.970
H 2.746 -2.934 -1.883
H 0.701 3.999 2.410
H 1.371 -1.404 -2.708
H -2.590 -1.995 -3.765
C -2.056 0.007 -4.085
C 1.668 -3.043 -1.791
F 3.145 -3.492 0.921
O -1.989 0.767 3.297
C -2.303 1.049 4.643
C -2.970 1.186 2.390
H -2.586 2.102 4.728
H -3.175 2.255 2.504
H 1.412 -3.545 -0.861
F 0.129 3.139 -3.406
H -3.919 0.637 2.400
O 0.382 2.632 0.136
O 0.206 0.911 -1.272
H -1.562 1.738 0.922
C -0.186 3.260 -2.114
H -3.085 0.363 -3.986
H -1.426 0.861 5.261
F 3.890 -2.370 2.656
H -2.991 1.427 -1.096
H 4.813 -1.346 0.628
H -1.561 -0.581 1.721
H 0.716 2.332 2.804
C 4.161 -0.589 0.179
F -1.483 -3.748 1.765
F -3.131 -2.950 0.346
C 0.535 2.242 -1.226
F -1.520 3.214 -1.977
H 2.408 -0.516 2.111
F -2.032 -4.908 -0.101
F 1.903 -3.210 2.653
F -0.907 -2.923 -0.300
C -1.814 -1.322 -3.400
H -3.670 2.537 0.077
B -1.927 -3.653 0.477
H 4.311 -1.179 -1.865
Cr -0.337 -0.875 -0.574
O 1.034 -1.754 -1.877
H -1.792 -0.013 -5.142
O 0.844 -1.189 1.108
C -3.380 1.495 -0.079
H 4.214 0.564 -1.633
C 2.172 -1.286 1.364
N -1.900 -0.359 0.779
H -1.460 0.785 -3.601
H 1.580 2.280 -1.554
H -3.093 0.385 5.005
H 2.247 3.223 2.754
C -2.391 1.030 0.962
H 4.359 0.317 0.766
C 1.616 2.809 0.815
H 1.268 -3.739 -2.533
```

Properties
- lowest unoccupied orbital energy (alpha / beta) (eV) = -0.77 / -0.03
- spin multiplicity = 4
- ΔE to the lowest compared entry with this formula, charge and spin (kJ/mol) = 0.00
- Kohn-Sham gap (alpha / beta) (Eh) = 0.31780 / 0.34762
- HOMO level (alpha / beta) (eV) = -9.42 / -9.48

Density functional theory data (the ωB97M-V functional and the def2-TZVPD basis) for 2 unconnected molecules or ions with the total composition N4O2 at a distorted geometry.

Structure (XYZ):
```
6
N4O2 the ωB97M-V functional and the def2-TZVPD basis
O -0.359 0.987 0.867
N 0.343 1.842 0.429
N -1.200 -2.109 -0.921
N -0.351 -1.684 -0.261
O 1.085 2.117 -0.426
N 0.482 -1.152 0.312
```

Properties
- lowest unoccupied orbital energy (alpha / beta) (eV) = -1.03 / -2.51
- ΔE to the lowest compared entry with this formula, charge and spin (kJ/mol) = 231.43
- Kohn-Sham gap (alpha / beta) (Eh) = 0.35661 / 0.27261
- HOMO level (alpha / beta) (eV) = -10.74 / -9.93

Density functional theory data (the ωB97M-V functional and the def2-TZVPD basis) for a molecular structure, C30H41AsHfN7O4.

Structure (XYZ):
```
84
C30H41AsHfN7O4 the ωB97M-V functional and the def2-TZVPD basis
C -0.578 0.787 2.280
C 0.920 0.696 2.301
H 2.481 -1.095 -2.633
C 2.042 1.973 -2.158
H 2.554 2.024 2.664
C 2.567 5.700 -2.566
H -2.791 -2.328 -2.271
H 2.898 1.825 -1.496
H 0.432 -0.461 -2.665
H -4.515 -1.460 -1.181
C -1.366 1.499 3.172
H -0.821 3.000 -2.721
H -3.447 -5.019 1.447
As 0.433 1.563 -1.089
C -2.056 -1.523 -2.324
H 3.442 -0.100 2.107
C 2.031 3.355 -2.741
H 1.941 -3.070 0.522
C -1.627 -3.643 0.400
H 2.104 1.215 -2.944
N 1.420 -0.121 1.443
N 0.443 -1.391 -2.259
C -3.297 0.922 1.840
C -0.727 -2.097 -2.873
O -3.852 -5.172 2.326
O -2.592 -4.238 -0.014
H -4.359 0.991 1.653
C -3.200 -4.586 3.307
C 2.868 -0.211 1.187
H 2.168 0.961 4.009
H 3.769 -2.186 1.194
H 3.992 -1.315 -0.303
C 1.801 -1.946 -2.557
H -0.699 -1.978 -3.956
H -3.375 2.089 3.640
H 3.306 -3.187 -1.641
H -1.054 1.305 -3.157
H 3.121 0.642 0.550
N 2.113 -2.281 -0.101
C -2.457 0.228 0.984
H 1.634 -1.588 3.790
H 3.057 4.247 -1.071
H 0.419 3.982 -0.493
H -2.452 -0.757 -2.995
C 1.998 5.925 -3.812
C 0.703 -1.751 4.327
N -1.886 -0.900 -0.995
C -1.005 2.003 -2.322
O -3.506 -4.636 4.463
H 0.324 -0.798 4.702
H 1.034 5.037 -5.510
H 0.921 -2.375 5.194
C 3.270 -1.530 0.484
H -0.665 3.097 0.600
H -4.979 -0.331 0.096
H -0.647 -3.153 -2.639
N -0.336 -2.472 2.123
C 2.271 -2.892 -1.465
H 1.812 -2.462 -3.519
H -4.484 0.275 -1.487
C -1.404 -3.303 1.811
C -4.293 -0.492 -0.730
H 1.664 -3.797 -1.468
H -1.957 1.997 -1.792
C -2.739 1.545 2.953
C 0.308 3.081 0.110
H 3.013 6.518 -2.017
H 1.139 2.352 3.662
H 1.101 3.072 0.857
H 1.995 6.921 -4.232
C -0.294 -2.429 3.454
Hf 0.065 -1.276 0.033
C 1.729 1.562 3.207
H -0.933 2.012 4.019
C 1.456 4.868 -4.528
C -2.022 -3.726 2.945
N -1.302 -3.163 3.959
N -1.142 0.160 1.239
O -0.644 -3.170 -0.354
H 1.074 2.762 -4.576
C 1.472 3.587 -3.995
C -2.868 -0.437 -0.307
H -1.514 -3.354 4.935
C 2.584 4.419 -2.032
```

Properties
- lowest unoccupied orbital energy (eV) = -9.96
- ΔE to the lowest compared entry with this formula, charge and spin (kJ/mol) = 2.85
- Kohn-Sham gap (Eh) = 0.21223
- net charge = +3
- HOMO level (eV) = -15.74

Density functional theory data (the ωB97M-V functional and the def2-TZVPD basis) for a molecular structure, C27H23F6I2KN6O10S2 at a distorted geometry.

Structure (XYZ):
```
77
C27H23F6I2KN6O10S2 the ωB97M-V functional and the def2-TZVPD basis
F -1.000 2.081 -3.370
C 1.759 -3.339 5.176
H 0.675 -2.480 -4.772
N -0.276 3.793 1.478
C 2.139 -3.415 0.252
O -0.851 -1.602 0.199
F 4.022 -0.440 -3.088
F -0.731 1.207 -5.320
C 1.737 -3.191 -1.186
C 0.834 3.060 1.502
C -3.079 2.012 -1.039
C -4.134 -0.530 -0.611
H 4.110 -4.054 2.079
C 2.728 -2.749 3.041
H -0.068 -4.337 -0.971
C -2.060 3.542 3.118
O -7.106 1.331 -1.116
H -0.749 6.518 3.426
H 0.838 5.544 1.685
H -2.643 2.981 -1.249
N 3.392 -2.784 0.592
C 0.155 -3.524 -2.951
F 3.655 0.591 -4.951
H -0.044 4.956 3.920
H 1.300 -3.079 0.881
O -2.028 4.951 3.342
N 1.369 0.279 -2.425
H -0.772 -3.938 -3.328
H 3.358 -4.406 4.218
C 3.777 -3.014 1.977
O 2.713 2.231 -1.758
H 2.243 -4.495 0.418
C -0.710 5.451 3.200
C -4.973 0.551 -0.836
C -1.973 -1.565 -0.256
H 0.126 -2.110 5.859
N 1.823 2.464 1.522
C 0.546 -3.754 -1.648
I 1.730 -4.596 6.855
N -6.390 0.364 -0.863
H 2.727 -1.518 -3.782
C 0.898 -1.487 3.961
C -2.152 0.928 -0.789
H -1.431 3.041 3.865
H 4.649 -2.381 2.168
F 4.823 1.543 -3.405
S 2.226 1.523 -2.904
C 3.764 0.750 -3.630
H -1.522 2.122 1.573
C -2.765 -0.367 -0.552
C 1.833 -1.636 2.886
O 0.880 -0.800 -4.662
H -2.285 3.599 0.981
C -0.959 0.939 -4.034
H -0.818 5.758 1.077
C 2.103 -2.190 -3.204
O 1.812 -0.893 1.863
K 0.975 -0.105 -0.135
C -4.427 1.832 -1.053
O -0.508 -1.292 -2.680
C -0.194 5.212 1.792
H -4.569 -1.512 -0.469
H -5.102 2.655 -1.247
F -2.170 0.367 -3.955
N 2.498 -2.417 -1.950
C 0.858 -2.289 5.084
C -1.587 3.198 1.718
C 0.955 -2.725 -3.756
H -3.095 3.229 3.256
H -2.514 -2.513 -0.461
H 3.297 -1.781 0.484
O -0.915 1.098 -0.810
S 0.293 -0.360 -3.421
I -0.505 0.050 3.742
O 1.661 2.255 -4.004
O -6.844 -0.765 -0.702
C 2.669 -3.570 4.150
```

Properties
- lowest unoccupied orbital energy (eV) = 3.42
- ΔE to the lowest compared entry with this formula, charge and spin (kJ/mol) = 494.45
- Kohn-Sham gap (Eh) = 0.22002
- net charge = -2
- HOMO level (eV) = -2.57